No. 1
The following is a quantum chemistry calculation of an isolated molecule of C2H4OS in a non-equilibrium geometry, from OMol25.

The geometry in XYZ format:
```
8
C2H4OS, DFT ωB97M-V/def2-TZVPD
C 1.2355 0.1445 0.1460
C -1.0652 -0.0660 -0.0832
O 0.0937 0.7397 -0.1727
S 2.7464 0.6190 -0.0954
H 0.9432 -0.8793 0.4529
H -0.7303 -1.0368 0.0861
H -1.5666 0.1604 -1.0688
H -1.6568 0.3184 0.7351
```

## Properties
**Gap between HOMO and LUMO**: 9.45 eV
**Structure (SMILES)**: COC=S
**Calculated total energy**: -551.9817 hartree
**HOMO**: -0.328 Ha

No. 2
The following is a quantum chemistry calculation of a cluster of 6 separate species, C20H25BF19O10 in total in a non-equilibrium geometry, from OMol25.

The geometry in XYZ format:
```
75
C20H25BF19O10, DFT ωB97M-V/def2-TZVPD
B 0.7900 -0.1468 -0.0853
F 1.8781 -0.8316 0.3660
F -0.3428 -0.8512 0.2883
F 0.8685 1.0321 0.6835
F 0.8928 0.2406 -1.3521
C -4.2797 1.6088 1.2940
C -3.1732 0.6804 1.5624
O -3.6226 -0.6224 1.7983
C -2.8309 -1.6971 2.1639
O -1.7614 -1.5631 2.6834
C -3.3939 -3.0641 1.8337
F -4.4474 -2.9820 1.0632
F -2.4804 -3.8886 1.3152
F -3.8308 -3.5362 2.9546
H -3.9696 2.6318 1.5067
H -5.0435 1.3228 2.0171
H -4.6100 1.5455 0.2571
H -2.5294 1.0319 2.3687
H -2.5313 0.6390 0.6825
C 5.4815 3.2803 -0.1597
C 4.7396 2.1917 0.6453
O 5.4394 0.9843 0.5658
C 5.0561 -0.0599 1.3487
O 4.0702 0.0500 2.1588
C 5.8254 -1.3739 1.1121
F 6.8886 -1.2408 0.2264
F 6.2707 -1.8308 2.2352
F 4.9880 -2.3005 0.7140
H 4.8914 4.1940 -0.2300
H 5.6084 2.9537 -1.1919
H 6.4869 3.5595 0.1556
H 3.7172 2.1021 0.2782
H 4.7904 2.5587 1.6704
C 3.0548 4.2135 5.6664
C 3.4318 3.9899 4.1790
O 2.4311 4.5013 3.2938
C 1.4139 3.7084 2.8804
O 1.2414 2.5205 3.1712
C 0.3881 4.4975 1.9430
F -0.1472 3.6752 0.9951
F -0.6225 4.8403 2.6361
F 0.9255 5.6253 1.4150
H 3.9165 4.1417 6.3300
H 2.3729 3.4303 5.9975
H 2.6548 5.2037 5.8843
H 3.5288 2.9530 3.8570
H 4.3404 4.5556 3.9730
C -1.3566 0.6934 -4.0506
C -1.6754 0.5755 -2.5200
O -3.0822 0.5695 -2.2412
C -3.7881 -0.5475 -1.9995
O -3.2968 -1.6450 -1.9637
C -5.2796 -0.4401 -2.2697
F -5.9586 -1.0330 -1.3012
F -5.7094 0.8700 -2.3899
F -5.6347 -1.0568 -3.3994
H -0.2796 0.6783 -4.2181
H -1.6973 1.6149 -4.5226
H -1.7727 -0.0532 -4.7269
H -1.3031 1.4462 -1.9803
H -1.3118 -0.2579 -1.9190
C 0.4227 -3.3545 -2.9221
C -0.6298 -4.1653 -2.0603
O -1.2884 -5.3033 -2.6233
C -2.2079 -5.0574 -3.5474
O -2.5707 -3.9270 -4.0159
C -2.6139 -6.3243 -4.3450
F -2.0789 -6.5045 -5.5292
F -2.3841 -7.4823 -3.6905
F -4.0126 -6.2774 -4.5653
H 1.2070 -3.9217 -3.4233
H 0.9125 -2.5404 -2.3879
H -0.0598 -2.8250 -3.7437
H -1.3569 -3.6023 -1.4750
H 0.0401 -4.6038 -1.3207
```

## Properties
**Gap between HOMO and LUMO**: 10.15 eV
**Calculated total energy**: -3452.1019 hartree
**HOMO**: -0.284 Ha
**Total charge**: -1

No. 3
The following is a quantum chemistry calculation of a cluster of 7 separate species, C67H72BrF15O2S2 in total in a non-equilibrium geometry, from OMol25.

The geometry in XYZ format:
```
159
C67H72BrF15O2S2, DFT ωB97M-V/def2-TZVPD
C 2.8392 1.6430 1.1864
C 3.9815 0.8683 1.9823
C 5.2398 0.6071 1.0585
C 5.9922 1.9789 0.8542
C 7.0749 1.9255 -0.3244
C 7.3456 3.4115 -0.7864
C 7.6824 3.5524 -2.3217
C 6.5768 2.8458 -3.2471
C 7.1768 1.4930 -3.8293
C 5.9734 0.4897 -4.0784
C 6.1641 -0.9396 -3.4338
C 4.8310 -1.5637 -2.8555
C 3.7326 -1.8363 -3.9870
C 2.3176 -1.8879 -3.2821
C 1.2347 -0.9556 -3.8935
C 1.3423 -0.4459 -5.2662
C 0.3724 0.4449 -5.9054
S 0.6179 0.9717 -7.6474
C -0.7812 0.8833 -5.1253
C -0.9208 0.3763 -3.7497
C 0.0373 -0.5390 -3.1200
C -0.2643 -1.0098 -1.6872
O 0.4271 -1.8134 -1.0900
C -1.4787 -0.4263 -0.8760
C -1.6236 -0.8965 0.6221
C -2.5532 -2.1622 0.7988
C -4.0618 -1.9382 0.4243
Br -1.9474 -3.7775 -0.1582
C -2.3757 0.4527 -1.4361
C -3.5684 1.1036 -0.6647
C -3.5956 2.6732 -0.7333
C -2.4840 3.3721 0.1779
F -1.8890 2.3237 0.8846
F -3.2165 4.1490 1.0823
C -1.4637 4.1952 -0.6803
F -2.0540 4.8779 -1.7255
F -0.6378 3.2709 -1.2917
S -0.3833 5.4358 0.2360
F -0.4991 4.6575 1.6559
F -1.6222 6.4390 0.5485
F -0.1604 6.2552 -1.1823
F 0.9442 4.5214 -0.1045
F 0.6061 6.5045 0.9600
C -2.1813 0.8129 -2.9405
O -3.0313 1.4227 -3.5714
H 1.8200 1.1954 1.3493
H 3.0598 1.5545 0.0892
H 2.8142 2.7341 1.4455
H 4.2782 1.4634 2.8948
H 3.5211 -0.0903 2.3521
H 4.8525 0.1667 0.0963
H 5.9133 -0.1147 1.5940
H 6.5352 2.3229 1.7730
H 5.2264 2.7384 0.5401
H 8.0156 1.4142 0.0276
H 6.6309 1.2650 -1.1142
H 8.2593 3.7645 -0.2253
H 6.4828 4.0937 -0.5356
H 7.7096 4.6380 -2.5946
H 8.6649 3.0790 -2.5977
H 5.6719 2.6549 -2.5986
H 6.2473 3.5584 -4.0489
H 7.6166 1.7554 -4.8279
H 7.9562 1.0341 -3.1710
H 5.8559 0.3374 -5.1947
H 5.0021 0.9630 -3.7504
H 6.8391 -0.7918 -2.5342
H 6.7245 -1.6604 -4.0998
H 4.4126 -0.7806 -2.1546
H 5.0420 -2.4963 -2.2557
H 3.8653 -1.0144 -4.7320
H 4.0266 -2.8203 -4.4552
H 1.9399 -2.9454 -3.3603
H 2.4894 -1.6712 -2.1916
H 2.2157 -0.7660 -5.8913
H -0.2647 0.1442 -8.3224
H -1.5332 1.5641 -5.5924
H -2.0324 -0.0967 1.2879
H -0.6052 -1.1542 1.0305
H -2.5330 -2.4107 1.8975
H -4.5969 -2.9039 0.5769
H -4.1629 -1.5917 -0.6369
H -4.5454 -1.1729 1.0942
H -3.6849 0.7078 0.3775
H -4.4992 0.7511 -1.2052
H -3.5384 2.9782 -1.8063
H -4.6160 2.9930 -0.3744
F -4.8443 -3.0439 2.7276
C -5.3191 -4.0950 3.4262
C -6.6849 -4.2975 3.5015
C -7.1726 -5.3841 4.2168
C -6.2897 -6.2475 4.8558
C -4.9196 -6.0290 4.7760
C -4.4297 -4.9492 4.0520
H -7.3574 -3.6095 3.0038
H -8.2402 -5.5575 4.2764
H -6.6719 -7.0925 5.4170
H -4.2322 -6.7000 5.2776
H -3.3644 -4.7682 3.9712
F 8.9098 6.2878 -1.6831
C 10.2164 6.1541 -1.4005
C 11.1129 5.9302 -2.4298
C 12.4641 5.7967 -2.1373
C 12.9006 5.8780 -0.8196
C 11.9883 6.0984 0.2054
C 10.6379 6.2430 -0.0862
H 10.7527 5.8617 -3.4489
H 13.1766 5.6286 -2.9360
H 13.9548 5.7694 -0.5925
H 12.3286 6.1576 1.2322
H 9.9135 6.4238 0.6984
F -3.7389 1.6142 7.7682
C -3.2690 2.0913 6.6033
C -2.4659 3.2178 6.6065
C -1.9764 3.7076 5.4022
C -2.3042 3.0719 4.2100
C -3.1160 1.9441 4.2208
C -3.5978 1.4461 5.4247
H -2.2282 3.7038 7.5446
H -1.3402 4.5845 5.3928
H -1.9259 3.4569 3.2717
H -3.3743 1.4519 3.2899
H -4.2246 0.5632 5.4531
F -5.3466 -9.2474 2.6467
C -4.8927 -8.7609 1.4755
C -4.0900 -7.6359 1.4776
C -3.6173 -7.1345 0.2725
C -3.9617 -7.7588 -0.9216
C -4.7737 -8.8872 -0.9100
C -5.2386 -9.3958 0.2968
H -3.8396 -7.1585 2.4165
H -2.9823 -6.2566 0.2659
H -3.5959 -7.3639 -1.8625
H -5.0452 -9.3710 -1.8407
H -5.8653 -10.2789 0.3264
F -6.7561 -11.3438 7.1402
C -7.5085 -11.2751 6.0281
C -7.0953 -10.4740 4.9788
C -7.8701 -10.4070 3.8282
C -9.0534 -11.1332 3.7452
C -9.4594 -11.9306 4.8090
C -8.6800 -12.0071 5.9561
H -6.1750 -9.9094 5.0649
H -7.5529 -9.7897 2.9985
H -9.6595 -11.0768 2.8483
H -10.3833 -12.4929 4.7450
H -8.9758 -12.6296 6.7915
F -4.1451 10.8393 -4.2573
C -3.9746 9.7244 -3.5263
C -5.0579 9.1767 -2.8632
C -4.8821 8.0217 -2.1121
C -3.6243 7.4348 -2.0244
C -2.5433 7.9985 -2.6919
C -2.7197 9.1474 -3.4524
H -6.0279 9.6527 -2.9368
H -5.7249 7.5794 -1.5945
H -3.4893 6.5388 -1.4357
H -1.5637 7.5436 -2.6200
H -1.8911 9.5958 -3.9863
```

## Properties
**Gap between HOMO and LUMO**: 7.99 eV
**Structure (SMILES)**: CCCCCCCCCCCCCCc1cc(S)cc2c1C(=O)C(C[C@@H](C)Br)=C(CCC(F)(F)C(F)(F)S(F)(F)(F)(F)F)C2=O.Fc1ccccc1.Fc1ccccc1.Fc1ccccc1.Fc1ccccc1.Fc1ccccc1.Fc1ccccc1
**Calculated total energy**: -7614.9111 hartree
**HOMO**: -0.340 Ha

No. 4
The following is a quantum chemistry calculation of a structure of composition C41H67FeN2O3P2S2Si3, from OMol25.

The geometry in XYZ format:
```
121
C41H67FeN2O3P2S2Si3, DFT ωB97M-V/def2-TZVPD
Fe -0.2509 0.0057 -0.0128
C -1.0577 0.1136 4.9956
C -0.5756 -1.0952 4.1973
C -1.7642 -2.0410 3.9702
P 0.2273 -0.9874 2.4958
C 1.0647 -2.7203 2.5848
C 2.2155 -2.8855 1.5869
C 1.6041 -3.1531 3.9528
C 1.7643 0.0121 2.4744
C 2.4084 0.4640 3.6264
C 3.6012 1.1674 3.5675
C 4.1442 1.4528 2.3215
C 3.5172 1.0216 1.1630
C 2.3422 0.2542 1.1919
N 1.7171 -0.2041 -0.0056
C 2.4405 -0.7908 -1.0501
C 3.7841 -1.2134 -0.8661
C 4.5455 -1.7713 -1.8712
C 4.0209 -1.9328 -3.1463
C 2.6999 -1.5807 -3.3471
C 1.8690 -1.0591 -2.3469
P 0.0522 -0.8572 -2.6868
C -0.4615 -2.5572 -3.3386
C 0.0434 -3.0649 -4.6915
C -2.0009 -2.5856 -3.3392
C -0.2170 0.0663 -4.3176
C 1.0077 0.4262 -5.1691
C -1.1233 1.2829 -4.0822
H -1.4661 -0.2659 5.9393
H -1.8565 0.6635 4.4975
H -0.2577 0.8141 5.2358
H 0.1452 -1.5882 4.8356
H -2.5375 -1.5492 3.3699
H -2.2083 -2.3210 4.9303
H -1.5020 -2.9635 3.4501
H 0.2819 -3.4173 2.2922
H 3.0860 -2.2996 1.8990
H 1.9405 -2.5951 0.5785
H 2.5152 -3.9405 1.5623
H 2.2415 -2.3818 4.4013
H 2.2270 -4.0417 3.8007
H 0.8253 -3.4347 4.6635
H 1.9578 0.2596 4.5954
H 4.0896 1.5028 4.4754
H 5.0539 2.0383 2.2479
H 3.9367 1.2778 0.1966
H 4.2261 -1.1029 0.1132
H 5.5615 -2.0836 -1.6521
H 4.6158 -2.3396 -3.9552
H 2.2899 -1.7033 -4.3372
H -0.1087 -3.2524 -2.5810
H -0.1604 -2.3795 -5.5201
H -0.4897 -3.9968 -4.9122
H 1.1049 -3.3047 -4.6887
H -2.4066 -1.9492 -4.1361
H -2.4118 -2.2423 -2.3871
H -2.3644 -3.6038 -3.5114
H -0.8236 -0.6349 -4.8837
H 1.8666 0.7214 -4.5645
H 0.7608 1.2658 -5.8294
H 1.3194 -0.4089 -5.8029
H -1.9688 1.0287 -3.4334
H -0.5770 2.0971 -3.6177
H -1.5235 1.6479 -5.0357
C -3.4724 -0.4511 -0.1545
O -2.3166 0.3430 -0.4702
Si -2.1222 1.9506 0.0894
C -3.0432 1.9413 1.7297
C -3.2986 2.9096 -1.0063
C -0.3472 2.3669 0.1533
Si -0.0310 3.3872 1.6894
C -1.0164 5.0100 1.6211
C 1.7626 3.8811 2.0520
C -0.5106 2.5675 3.3061
Si 0.3926 3.3747 -1.2419
C 1.5817 4.8037 -0.8531
C 1.5378 2.3642 -2.3310
C -0.8427 4.3582 -2.2891
H -3.7532 -0.3578 0.8952
H -3.2452 -1.4941 -0.3423
H -4.3107 -0.1378 -0.7840
H -4.1074 1.7522 1.5481
H -2.9600 2.8992 2.2494
H -2.6700 1.1588 2.4004
H -4.3013 2.4702 -0.9235
H -3.0068 2.8910 -2.0590
H -3.3603 3.9595 -0.6929
H -0.6704 5.6598 0.8057
H -0.9237 5.5714 2.5619
H -2.0834 4.8135 1.4467
H 2.4774 3.4801 1.3324
H 2.0485 3.4892 3.0338
H 1.8749 4.9708 2.0723
H -1.3738 3.0326 3.7936
H 0.3333 2.5854 4.0048
H -0.7517 1.5257 3.1134
H 2.5634 4.4570 -0.5172
H 1.2148 5.5273 -0.1200
H 1.7264 5.3363 -1.8006
H 2.5135 2.2806 -1.8305
H 1.1756 1.3519 -2.4755
H 1.6958 2.8289 -3.3138
H -1.5328 4.8966 -1.6271
H -1.4506 3.7747 -2.9847
H -0.2898 5.1044 -2.8739
O -4.5545 -5.4999 0.5594
S -3.4037 -5.1735 1.3544
O -3.5069 -5.3115 2.7805
N -2.8167 -3.6929 0.9562
C -1.6323 -3.7749 0.3971
S -0.7202 -2.4850 -0.1811
C -1.0959 -5.1787 0.2786
C 0.1052 -5.6042 -0.2539
C 0.3681 -6.9730 -0.2761
C -0.5575 -7.8868 0.2203
C -1.7630 -7.4533 0.7524
C -2.0007 -6.0931 0.7717
H 0.8135 -4.8777 -0.6426
H 1.3055 -7.3301 -0.6870
H -0.3347 -8.9472 0.1917
H -2.4908 -8.1574 1.1394
```

## Properties
**Gap between HOMO and LUMO (spin up / spin down)**: 7.05 / 7.18 eV
**Calculated total energy**: -5549.1936 hartree
**HOMO (spin up / spin down)**: -0.169 / -0.175 Ha
**2S+1**: 5
**Total charge**: -1
**Expectation value of S²**: 6.015

No. 5
The following is a quantum chemistry calculation of an isolated molecule of C5H7N3 in a non-equilibrium geometry, from OMol25.

The geometry in XYZ format:
```
15
C5H7N3, DFT ωB97M-V/def2-TZVPD
C -0.1585 -1.7618 0.6142
C -0.7322 0.9314 -0.9876
C 0.3842 1.2094 -0.2329
C 0.4134 2.0372 0.7782
C 1.7028 0.6031 -0.3727
H -0.8784 -1.4274 1.3330
H 0.8309 -1.5054 0.3845
H -0.0686 -2.7433 1.0243
H -1.7093 -2.2228 -0.5761
H -1.1823 1.6663 -1.3633
H 1.5392 2.1203 1.1615
H -0.4656 2.6372 0.7339
N -0.9660 -1.5025 -0.6379
N -1.4079 -0.2934 -1.0294
N 2.6983 0.2515 -0.8298
```

## Properties
**Gap between HOMO and LUMO**: 8.77 eV
**Structure (SMILES)**: C=C(C#N)/C=N\NC
**Calculated total energy**: -358.7872 hartree
**HOMO**: -0.320 Ha

No. 6
The following is a quantum chemistry calculation of a cluster of 2 separate species, C3H6F2 in total in a non-equilibrium geometry, from OMol25.

The geometry in XYZ format:
```
11
C3H6F2, DFT ωB97M-V/def2-TZVPD
C -0.9176 1.0901 -0.0714
C -0.1746 0.1504 -0.9954
C 0.8379 -1.1822 0.5449
F 0.6380 -0.5509 1.6982
F 2.1512 -1.0726 0.2622
H -1.3293 1.9543 -0.5864
H -1.7058 0.5596 0.4098
H -0.2517 1.5688 0.5085
H -0.6572 -0.6842 -1.5165
H 0.8754 0.4063 -1.1015
H 0.5337 -2.2396 0.8477
```

## Properties
**Gap between HOMO and LUMO**: 9.70 eV
**Calculated total energy**: -317.5146 hartree
**HOMO**: -0.324 Ha